1.
{"formula": "C2H8O", "method": "the ωB97M-V functional and the def2-TZVPD basis", "species": ["O", "C", "C", "H", "H", "H", "H", "H", "H", "H", "H"], "xyz": [[-2.7276, -0.5557, 0.0669], [0.7908, 0.1613, -0.8612], [1.4189, 0.0646, 0.6768], [1.6062, -1.0045, 0.9158], [-0.0097, -0.6185, -1.1178], [0.5824, 0.4422, 1.3293], [-3.7139, -0.4700, 0.0562], [2.3525, 0.6621, 0.8885], [1.6123, -0.0471, -1.5900], [0.5577, 1.2163, -1.0525], [-2.4695, 0.1493, 0.6878]], "mulliken_charge": [-0.624, -0.816, -0.717, 0.253, 0.245, 0.189, 0.318, 0.278, 0.304, 0.261, 0.308], "smiles": "CC.O", "total_charge": 0, "e_homo_ev": -11.53, "e_lumo_ev": 0.838}

=====

2.
{"formula": "C2H8O", "method": "the ωB97M-V functional and the def2-TZVPD basis", "species": ["O", "C", "C", "H", "H", "H", "H", "H", "H", "H", "H"], "xyz": [[3.1172, -1.5041, 2.1035], [2.1238, -0.7593, 2.7818], [-4.6258, 1.9450, -4.4054], [2.2095, -1.3505, 3.6964], [-3.6127, 2.1112, -4.2504], [-5.0882, 1.2110, -5.1988], [-4.8927, 1.7370, -3.4171], [3.3217, -0.9675, 1.2763], [1.1185, -1.0183, 2.2788], [2.1769, 0.2987, 2.9224], [-5.1587, 2.8968, -4.3943]], "mulliken_charge": [-0.484, -0.467, -1.034, 0.183, 0.283, 0.196, 0.298, 0.290, 0.209, 0.268, 0.256], "smiles": "CO.C", "total_charge": 0, "e_homo_ev": -10.32, "e_lumo_ev": 0.997}

=====

Most stable: 1 (next structure +23.0 kcal/mol)

=====

1.
{"formula": "C35H30N2O8S5TeZr", "method": "the ωB97M-V functional and the def2-TZVPD basis", "species": ["Te", "Zr", "S", "S", "S", "S", "S", "O", "O", "O", "O", "O", "O", "O", "O", "N", "N", "C", "C", "C", "C", "C", "C", "C", "C", "C", "C", "C", "C", "C", "C", "C", "C", "C", "C", "C", "C", "C", "C", "C", "C", "C", "C", "C", "C", "C", "C", "C", "C", "C", "C", "C", "H", "H", "H", "H", "H", "H", "H", "H", "H", "H", "H", "H", "H", "H", "H", "H", "H", "H", "H", "H", "H", "H", "H", "H", "H", "H", "H", "H", "H", "H"], "xyz": [[-2.9857, -0.3626, -0.1031], [0.3737, -0.3830, -0.4780], [1.7359, 1.5642, 0.3978], [-0.9267, 2.5786, 2.0100], [2.6194, -2.0418, -0.2302], [1.9834, -0.4755, -2.9299], [-0.9554, -1.9866, -2.2784], [7.2970, 0.8989, 5.9623], [-1.1673, 3.6845, 1.0790], [6.4605, -0.2483, 7.5711], [-0.5631, -1.5139, 0.5320], [1.8257, -0.5037, 2.0498], [0.9346, -1.7107, 3.7474], [-0.8671, 1.2893, 1.3082], [0.1575, 2.8061, 2.9425], [-0.4125, 0.9840, -2.1500], [6.4174, 0.1958, 6.4328], [4.2289, -0.8805, 6.1517], [1.3458, -1.7601, -3.8684], [5.1703, 0.4155, 4.3266], [6.0262, -0.0043, -0.0300], [0.1381, -2.4363, -3.6201], [1.4519, 2.3722, -1.2429], [-2.2079, 1.8166, -3.4118], [3.6295, -0.6567, -0.0165], [-1.5045, 0.7476, -2.8679], [-2.3841, 2.4216, 3.0207], [-7.2100, 0.6901, -0.3323], [3.3323, 0.7227, 0.1416], [-4.6952, 0.9687, -0.3172], [-0.2908, -3.4926, -4.4283], [5.2421, -0.0959, 5.6148], [5.6996, 1.3541, 0.0328], [5.0287, -0.9421, -0.0601], [-8.3549, -0.0835, -0.2460], [0.4440, -3.9099, -5.5196], [4.3654, 1.6801, 0.1129], [-8.2428, -1.4541, -0.0425], [0.0812, 2.2136, -1.9168], [-4.4742, -1.9031, 0.1083], [-6.9875, -2.0266, 0.0711], [1.6455, -3.2506, -5.7932], [4.0514, 0.1298, 3.5605], [1.7791, -0.9908, 3.2063], [2.0779, -2.2189, -4.9946], [-1.7560, 3.0995, -3.1580], [3.0226, -0.6540, 4.0701], [3.1248, -1.1525, 5.3662], [-5.8288, -1.2538, -0.0190], [-5.9387, 0.1231, -0.2243], [-0.6023, 3.3088, -2.4190], [-1.8807, -0.6810, -3.1734], [-3.2463, 2.2425, 2.3806], [-0.2414, 4.3085, -2.2225], [-4.3457, -2.6789, -0.6473], [6.4563, 2.1281, 0.0434], [-9.3309, 0.3786, -0.3337], [-2.2995, 3.9496, -3.5518], [-6.8918, -3.0946, 0.2329], [4.3263, -1.2583, 7.1589], [4.0881, 2.7238, 0.2163], [0.1028, -4.7333, -6.1342], [-1.6971, -0.8639, -4.2344], [-4.3422, -2.3607, 1.0872], [-2.9335, -0.8351, -2.9487], [2.3015, -1.7598, 5.7209], [2.2313, 2.0168, -1.9182], [3.0181, -1.7235, -5.2024], [1.5781, 3.4451, -1.0974], [5.9799, 1.0186, 3.9426], [2.2539, -3.5596, -6.6364], [-4.6506, 1.6938, 0.4954], [5.2870, -1.9907, -0.1478], [-2.5078, 3.3389, 3.5927], [7.0608, -0.3260, -0.0718], [-7.2902, 1.7607, -0.4862], [-1.2221, -3.9861, -4.1736], [-2.2185, 1.5708, 3.6782], [-3.0931, 1.6427, -4.0101], [-9.1301, -2.0717, 0.0292], [3.9762, 0.5113, 2.5525], [-4.6737, 1.5211, -1.2592]], "mulliken_charge": [0.652, 0.185, -0.449, 1.215, -0.397, -0.428, -0.077, -0.644, -0.756, -0.661, -0.826, 0.236, -0.795, -0.214, -0.706, 0.967, 0.999, -0.468, 0.730, -0.556, -0.588, -0.351, -1.628, -0.949, 1.289, 0.556, -0.739, -0.594, 0.011, -1.321, -0.325, 0.120, -0.792, -0.936, -0.545, -0.656, -0.326, -0.526, 1.349, -1.147, -0.707, -0.463, 0.434, -0.261, -0.788, -0.569, -0.104, -0.579, 0.657, 0.549, -0.919, -1.494, -0.027, 0.444, 0.440, 0.368, 0.375, 0.377, 0.435, 0.454, 0.365, 0.347, 0.742, 0.460, 0.525, 0.498, 0.649, 0.421, 0.390, 0.480, 0.330, 0.360, 0.410, 0.369, 0.337, 0.423, 0.417, 0.285, 0.515, 0.373, 0.349, 0.427], "total_charge": -2, "e_homo_ev": -1.66, "e_lumo_ev": 3.514}

=====

2.
{"formula": "C35H30N2O8S5TeZr", "method": "the ωB97M-V functional and the def2-TZVPD basis", "species": ["Te", "Zr", "S", "S", "S", "S", "S", "O", "O", "O", "O", "O", "O", "O", "O", "N", "N", "C", "C", "C", "C", "C", "C", "C", "C", "C", "C", "C", "C", "C", "C", "C", "C", "C", "C", "C", "C", "C", "C", "C", "C", "C", "C", "C", "C", "C", "C", "C", "C", "C", "C", "C", "H", "H", "H", "H", "H", "H", "H", "H", "H", "H", "H", "H", "H", "H", "H", "H", "H", "H", "H", "H", "H", "H", "H", "H", "H", "H", "H", "H", "H", "H"], "xyz": [[0.9360, -1.3313, -0.4494], [-1.4413, 0.7496, 0.6954], [0.8134, 0.7875, 2.0805], [2.4683, 5.1509, -0.3795], [-0.3723, 1.3404, -1.6192], [-2.8073, -1.1432, -0.9176], [-3.6873, 1.8622, -0.4466], [0.3067, -3.2172, 1.9170], [-2.6706, 0.8446, 1.9471], [-1.2439, -1.6193, 2.3064], [-4.4920, -5.6769, 6.7399], [2.3952, 6.2322, 0.6092], [-2.9931, -7.1931, 6.4901], [1.5078, 4.0790, -0.1253], [3.8252, 4.7050, -0.6561], [-1.2098, 3.0207, 1.1936], [-3.4707, -6.1013, 6.2284], [-2.9112, 3.4949, -0.5963], [-3.4275, -0.6493, -3.5414], [2.9494, -3.3258, -1.4105], [-3.3235, -0.1184, -2.2466], [1.1955, 0.7126, -0.9517], [-3.6443, 1.2460, -2.1071], [-1.7632, 5.2772, 0.6374], [-4.0267, 2.0232, -3.1933], [4.0639, 0.8575, -0.1858], [4.0403, -4.1917, -1.4539], [1.0455, -2.1428, -2.5249], [3.1499, 0.6673, 0.7767], [-4.0901, 1.4759, -4.4642], [-3.7969, 0.1261, -4.6258], [2.5663, -2.6715, -0.1164], [1.7129, 0.5738, 0.5765], [-1.6000, -5.7183, 4.6833], [-0.9430, -4.9049, 3.7765], [-2.6204, -3.2018, 4.0558], [-3.2943, -4.0006, 4.9634], [2.2067, -3.0853, -2.5776], [4.4154, -4.8128, -2.6340], [-1.4432, -3.6461, 3.4606], [2.6055, -3.7117, -3.7587], [3.6937, -4.5687, -3.7954], [-0.2181, 3.4866, 1.9622], [1.8887, 5.8816, -1.9056], [-1.9492, 3.9145, 0.5020], [-2.7684, -5.2482, 5.2639], [-0.7096, -2.7342, 2.4604], [-0.7839, 5.7569, 1.4933], [0.8026, 2.5605, 2.5671], [-0.0025, 4.8454, 2.1586], [2.3228, 1.1111, -1.8630], [3.6134, 1.1425, -1.5360], [-4.2098, -3.6783, 5.4365], [-2.9830, -2.2193, 3.7798], [-0.5844, 6.8164, 1.5793], [4.3343, 1.4676, -2.2759], [-2.3643, 5.9526, 0.0425], [-3.1768, -1.6937, -3.6786], [2.0411, -3.5169, -4.6638], [-4.3676, 2.0899, -5.3119], [2.0015, 1.4449, -2.8418], [4.6031, -4.3740, -0.5452], [-0.0290, -5.2209, 3.2915], [-3.8436, -0.3244, -5.6110], [2.5471, 6.7072, -2.1716], [5.1191, 0.8755, 0.0511], [1.9042, 5.1122, -2.6755], [1.1810, -1.2716, -3.1671], [0.8704, 6.2358, -1.7523], [3.4759, 0.5182, 1.8027], [3.3954, -2.1549, 0.3656], [1.7848, 2.9606, 2.3068], [0.7096, 2.5574, 3.6559], [-4.2721, 3.0680, -3.0374], [-3.6789, 4.2643, -0.6770], [3.9791, -5.0440, -4.7265], [5.2682, -5.4811, -2.6483], [-1.2302, -6.6982, 4.9461], [0.8489, 5.1672, 2.7402], [0.0840, -2.6010, -2.7606], [-2.3351, 3.4743, -1.5260], [2.1062, -3.3445, 0.6086]], "mulliken_charge": [0.949, 0.493, -0.393, 1.089, -0.565, -0.381, -0.183, -0.714, -0.672, -0.437, -0.637, -0.757, -0.644, -0.316, -0.734, 0.509, 1.001, -0.720, -0.648, 0.669, 0.566, 1.343, 0.315, -1.187, -0.294, -0.904, -0.598, -1.536, -1.113, -0.686, -0.530, -1.437, 0.258, -0.479, -0.194, -0.445, -0.401, 0.788, -0.559, -0.101, -0.758, -0.538, 0.566, -0.935, 0.626, 0.141, -0.069, -0.286, -0.752, -0.690, -1.004, -0.570, 0.452, 0.582, 0.357, 0.369, 0.373, 0.372, 0.451, 0.363, 0.440, 0.430, 0.459, 0.328, 0.354, 0.398, 0.237, 0.417, 0.219, 0.394, 0.568, 0.304, 0.553, 0.340, 0.619, 0.375, 0.377, 0.439, 0.342, 0.551, 0.408, 0.677], "total_charge": -2, "e_homo_ev": -1.53, "e_lumo_ev": 3.305}

=====

Most stable: 1 (next structure +30.1 kcal/mol)

=====

1.
{"formula": "C23H33N3O3", "method": "the ωB97M-V functional and the def2-TZVPD basis", "species": ["O", "O", "O", "N", "N", "N", "C", "C", "C", "C", "C", "C", "C", "C", "C", "C", "C", "C", "C", "C", "C", "C", "C", "C", "C", "C", "C", "C", "C", "H", "H", "H", "H", "H", "H", "H", "H", "H", "H", "H", "H", "H", "H", "H", "H", "H", "H", "H", "H", "H", "H", "H", "H", "H", "H", "H", "H", "H", "H", "H", "H", "H"], "xyz": [[4.9581, 1.5272, -0.9237], [1.4078, 3.1129, -0.8455], [-2.2142, -0.4781, 1.6587], [2.4629, 1.7171, 0.6705], [-1.1434, -2.3973, 1.7389], [-0.4361, -1.2048, 0.9666], [-2.6897, -2.1547, -1.5264], [3.7587, -0.2419, 1.1804], [0.3614, 0.9430, -0.6535], [1.3766, 2.0157, -0.5332], [3.4384, 2.5768, 0.9090], [-4.0334, -3.6714, 0.9876], [-1.2321, -0.1558, 0.8979], [-2.8695, -0.0615, -2.0397], [4.0587, 2.7406, -2.5728], [4.8429, 0.9950, 1.4398], [-4.0084, -2.4158, -0.9694], [-4.8091, -1.1710, -1.1583], [-4.6618, -3.5323, -0.6893], [-3.2330, -2.2167, 2.9645], [3.7524, 1.6478, -3.4065], [-0.7962, 1.2524, 0.4933], [-2.2123, -1.6296, 2.1572], [-4.4333, -2.7244, 2.0017], [4.7665, 2.1226, 0.5583], [5.2438, 2.5719, -1.6905], [-4.1555, -0.0795, -1.7821], [2.4637, 0.5782, 1.6387], [-2.2166, -1.0813, -2.0392], [1.5404, -0.1367, 1.2787], [-2.4780, 0.8758, -2.3197], [-3.5945, -1.5941, 3.5523], [-4.2614, -4.3352, -1.0149], [-5.6737, -3.4957, -0.4160], [6.2224, 2.3211, -2.1759], [2.2125, 0.7196, 2.5418], [3.8258, -0.5158, 0.1484], [4.2383, 3.8321, -3.2276], [2.8597, 1.7079, -4.1109], [-1.5736, 1.5233, 0.1001], [5.6829, 0.3423, 1.2503], [-4.6930, -1.5949, 1.4798], [-0.6267, 1.6708, 1.2686], [-5.8236, -1.1377, -1.0204], [3.3708, 2.9938, 1.9269], [3.3738, 3.6352, 0.2568], [5.5977, 3.5167, -1.2350], [0.5482, 0.0471, -0.7473], [-1.0699, -1.2914, -2.4146], [-2.2059, -2.9749, -1.3366], [-4.8178, 0.9376, -1.8380], [-0.2331, 1.3166, -1.6399], [3.6832, -1.0436, 1.7997], [4.6969, 1.1363, 2.5445], [-3.0054, -3.9110, 0.8340], [4.6491, 1.1931, -4.1233], [3.4790, 0.8601, -2.7232], [-2.9068, -3.1806, 3.1852], [-5.4582, -2.9483, 2.4625], [5.4475, 2.8763, 1.0843], [-4.2169, -5.0572, 1.3044], [3.2605, 3.1850, -2.0422]], "mulliken_charge": [-0.346, -0.525, -0.371, 0.507, -0.708, -0.255, -0.775, -0.921, -1.336, -0.028, -1.389, -0.969, 1.543, -0.184, 0.166, -1.068, 0.766, -0.779, -1.106, -1.831, -1.141, -3.121, 0.996, -0.036, 0.600, -0.662, -0.702, -0.780, 0.116, -0.035, 0.519, 0.804, 0.579, 0.342, 0.428, 0.649, 0.301, 0.266, 0.338, 1.124, 0.478, 0.055, 1.237, 0.564, 0.480, 0.281, 0.331, 1.628, 0.046, 0.584, 0.139, 0.067, 0.572, 0.335, 0.510, 0.242, 0.228, 0.398, 0.365, 0.155, 0.235, 0.093], "total_charge": 0, "e_homo_ev": -7.85, "e_lumo_ev": 0.534}

=====

2.
{"formula": "C23H33N3O3", "method": "the ωB97M-V functional and the def2-TZVPD basis", "species": ["O", "O", "O", "N", "N", "N", "C", "C", "C", "C", "C", "C", "C", "C", "C", "C", "C", "C", "C", "C", "C", "C", "C", "C", "C", "C", "C", "C", "C", "H", "H", "H", "H", "H", "H", "H", "H", "H", "H", "H", "H", "H", "H", "H", "H", "H", "H", "H", "H", "H", "H", "H", "H", "H", "H", "H", "H", "H", "H", "H", "H", "H"], "xyz": [[1.5494, 0.5551, -2.9264], [1.8774, 0.0040, 1.9403], [4.8068, -4.5786, -0.9199], [-3.4944, 2.8731, -0.9428], [-0.0468, 0.4064, -1.3482], [2.7588, -0.3567, -0.1007], [1.2192, 0.6135, -1.7535], [4.0523, -4.2617, 1.2904], [3.9484, -4.7168, 2.6028], [4.4936, -5.9252, 2.9900], [-3.9040, 3.8393, 1.3969], [4.7265, -5.0705, 0.3477], [5.1574, -6.7054, 2.0599], [2.5209, -0.7104, 1.1841], [-1.0908, 0.2885, -2.3488], [-2.9573, 4.1389, -1.3966], [-1.9554, 1.5485, -2.3411], [-0.5789, 0.5450, -0.0112], [-5.7621, 3.4815, -0.1792], [3.4921, -2.9976, 0.8458], [-6.2286, 4.3060, 1.0162], [-4.3682, 2.9432, 0.2146], [5.4662, -5.3363, -1.9051], [3.0988, -1.9908, 1.6327], [5.2737, -6.2833, 0.7464], [-4.9415, 4.9565, 1.5144], [-2.5682, 1.7554, -0.9520], [2.2882, 0.8771, -0.6830], [-1.4274, 1.8145, 0.0840], [-3.6687, 4.9291, -1.1742], [6.5212, -5.4879, -1.6562], [-1.9980, 4.4073, -0.9346], [-1.2141, -0.3277, 0.1841], [5.7941, -6.9103, 0.0398], [-0.7938, 2.6824, -0.1072], [-0.6104, 0.1566, -3.3196], [-2.8202, 4.1083, -2.4782], [1.9258, 1.5147, 0.1243], [-6.6336, 3.6503, 1.7889], [-3.8880, 3.2528, 2.3163], [-5.0289, 5.3332, 2.5330], [3.4201, -2.9132, -0.2305], [-1.3229, 2.3965, -2.6043], [-2.9026, 4.2322, 1.2354], [3.1479, -2.0696, 2.7091], [-1.6986, -0.5938, -2.1226], [3.2832, -0.9692, -0.7032], [4.3988, -6.2600, 4.0115], [-4.6765, 5.7931, 0.8654], [0.2098, 0.5503, 0.7394], [-6.9922, 5.0352, 0.7484], [3.1201, 1.3736, -1.1932], [5.3941, -4.7512, -2.8208], [-3.1729, 0.8658, -0.7257], [-6.4477, 2.6716, -0.4214], [-4.4828, 1.9173, 0.5753], [3.4156, -4.1178, 3.3242], [4.9831, -6.3064, -2.0581], [-5.6708, 4.1134, -1.0619], [5.5876, -7.6519, 2.3510], [-2.7489, 1.4622, -3.0833], [-1.8358, 1.8997, 1.0911]], "mulliken_charge": [-0.712, -0.707, -0.387, 0.199, 0.143, -0.074, 1.094, 0.545, -0.576, -0.812, -0.738, 0.736, -0.634, 0.563, -1.198, -1.190, -0.774, -0.973, -0.859, -0.060, -0.612, -0.094, -0.954, -0.368, -0.573, -0.736, -0.389, -1.156, 0.049, 0.456, 0.363, 0.296, 0.178, 0.393, 0.069, 0.504, 0.342, 0.469, 0.280, 0.328, 0.388, 0.440, 0.390, 0.318, 0.315, 0.384, 0.187, 0.384, 0.268, 0.424, 0.383, 0.372, 0.246, 0.148, 0.300, 0.516, 0.304, 0.379, 0.363, 0.377, 0.355, 0.326], "smiles": "COc1ccccc1/C=C/C(=O)NCC(=O)N1CCC(N(C)C2CCCC2)CC1", "total_charge": 0, "e_homo_ev": -7.97, "e_lumo_ev": 0.103}

=====

Most stable: 2 (next structure +474.2 kcal/mol)